#1
12
Properties=species:S:1:pos:R:3:lowdin_charge:R:1 method="wB97M-V/def2-TZVPD" gap_ev=8.867 lumo_energy_ha=-0.0091 homo_energy_ha=-0.3349 spin_multiplicity=1 smiles="CSC(=S)NC=O"
C 2.28477 -0.73797 -0.00329 -0.418
C -0.10170 0.68702 -0.01037 -1.135
C -2.44514 -0.20315 -0.00334 -0.321
H 2.60486 -0.20472 -0.89121 0.031
H 2.58722 -0.20844 0.90396 0.036
H 2.69192 -1.73519 0.01681 0.027
H -1.83977 1.72112 -0.02730 0.122
H -2.03636 -1.23902 0.02828 0.104
N -1.46730 0.79494 -0.00295 -0.034
O -3.61916 0.06954 -0.00135 0.063
S 0.49423 -0.97191 -0.00807 0.864
S 0.84644 2.02779 -0.00118 0.661


#2
12
Properties=species:S:1:pos:R:3:lowdin_charge:R:1 method="wB97M-V/def2-TZVPD" gap_ev=7.700 lumo_energy_ha=-0.0242 homo_energy_ha=-0.3072 spin_multiplicity=1
C -1.53087 0.24954 -0.62570 -0.196
C -1.07205 1.20774 0.43966 -1.304
C 1.00307 -0.71720 1.03558 -0.351
H -1.39996 -0.82979 -0.36615 0.060
H -2.78626 0.60226 -0.62051 0.132
H -0.86779 0.57204 -1.56425 0.118
H 0.59904 -1.66938 1.48320 0.092
H 3.06775 -0.98429 -1.65976 0.312
N 1.93734 -0.30923 -0.05427 -0.172
O 2.60675 -1.40746 -0.43009 -0.202
S -1.98167 2.31474 0.99740 0.699
S 0.42464 0.97105 1.36488 0.812


Stability, lowest: #2


#1
13
Properties=species:S:1:pos:R:3:lowdin_charge:R:1 method="wB97M-V/def2-TZVPD" gap_ev=11.552 lumo_energy_ha=0.0398 homo_energy_ha=-0.3848 spin_multiplicity=1 smiles=CC(C)(N)F
C -0.65862 -1.08830 0.57487 -0.033
C -0.00781 0.44611 -1.29752 -0.051
C 0.24921 -0.01919 0.08304 -0.684
N 0.20731 1.12703 1.00735 0.088
F 1.56422 -0.61402 0.01455 -0.070
H -0.55350 -1.34162 1.57134 0.053
H -1.70327 -0.77453 0.35003 0.102
H -0.34584 -1.99700 0.02020 0.103
H 0.36385 1.47158 -1.56523 0.085
H -1.19280 0.48753 -1.48550 0.130
H 0.62021 -0.33582 -1.88857 0.120
H 0.93518 1.77980 0.68534 0.084
H 0.52185 0.85842 1.93011 0.073


#2
13
Properties=species:S:1:pos:R:3:lowdin_charge:R:1 method="wB97M-V/def2-TZVPD" gap_ev=9.922 lumo_energy_ha=0.0176 homo_energy_ha=-0.3471 spin_multiplicity=1
C 1.85248 0.25700 -0.00255 -0.241
C -0.49652 -0.49975 -0.34412 -0.250
C -1.87342 -0.40824 0.26490 -0.132
H 2.13423 1.62789 -0.13310 0.131
H 2.30374 -0.26949 1.58570 0.181
H 2.30534 -0.42067 -0.97784 0.094
H -0.02238 1.52625 -0.48553 0.162
H -0.51894 -0.59930 -1.40602 0.082
H 0.40005 -1.29981 0.10947 0.144
H -1.74089 -0.53253 1.35093 0.123
H -2.51996 -1.03878 -0.14212 0.059
N 0.36770 0.66699 0.24204 -0.240
F -2.19143 0.99043 -0.06177 -0.113


#3
13
Properties=species:S:1:pos:R:3:lowdin_charge:R:1 method="wB97M-V/def2-TZVPD" gap_ev=9.241 lumo_energy_ha=0.0419 homo_energy_ha=-0.2977 spin_multiplicity=1 smiles=CNCCF
C -2.12809 -0.29011 -0.06093 -0.154
C 0.05431 0.93078 -0.36248 -0.276
C 1.38983 0.44008 0.17966 -0.208
H -2.50282 -0.69858 0.96440 0.059
H -2.64830 0.88665 -0.31793 0.123
H -2.51671 -0.99128 -1.06321 0.104
H 0.22541 -0.74371 0.98851 0.211
H -0.05893 0.56176 -1.37893 0.111
H -0.27972 1.90313 0.10216 0.133
H 1.31652 0.63565 1.32449 0.133
H 2.32141 1.08383 -0.11800 0.137
N -0.63680 -0.04773 0.44382 -0.248
F 1.41161 -0.97643 -0.23842 -0.124


Stability, lowest: #2


#1
7
Properties=species:S:1:pos:R:3:lowdin_charge:R:1 method="wB97M-V/def2-TZVPD" gap_ev="7.990 / 9.100" lumo_energy_ha="-0.0262 / -0.0065" homo_energy_ha="-0.3198 / -0.3409" spin_multiplicity=1
C -0.74079 -0.90885 0.75745 0.015
N 0.26643 0.31444 -1.31665 -0.415
P 1.05114 1.42104 -0.64875 0.596
H -1.26143 -1.71320 0.38838 -0.050
H -1.26164 -0.15203 1.34024 -0.018
H 0.34165 -0.98000 1.26788 0.041
H 1.60463 2.01860 -1.78855 -0.169


#2
7
Properties=species:S:1:pos:R:3:lowdin_charge:R:1 method="wB97M-V/def2-TZVPD" gap_ev=7.275 lumo_energy_ha=-0.0396 homo_energy_ha=-0.3069 spin_multiplicity=1
C 0.54008 -0.01764 0.15610 -0.302
N -0.33519 0.16286 -0.83144 -0.506
P -1.89165 0.27535 -0.93762 0.817
H 1.53745 -0.51889 -0.10510 0.066
H -0.28349 -1.15108 1.47078 0.091
H 0.67339 0.71996 0.94004 0.017
H -1.85026 0.59838 -2.24029 -0.182


Stability, lowest: #1


#1
10
Properties=species:S:1:pos:R:3:lowdin_charge:R:1 method="wB97M-V/def2-TZVPD" gap_ev=9.074 lumo_energy_ha=-0.0089 homo_energy_ha=-0.3423 spin_multiplicity=1
N -0.66705 -1.39110 -0.12346 -0.088
N -0.84931 -1.52561 -1.45174 0.080
N 0.14699 1.86874 2.20000 0.032
N -0.01883 -0.44676 0.30621 -0.062
O 0.51807 0.51694 -0.71539 -0.126
O 1.19763 2.23144 1.72162 -0.076
H -0.47592 -0.73196 -1.87577 0.050
H -0.93381 -2.45638 -1.74734 0.085
H -0.15034 0.92780 1.87862 0.021
H 1.23257 1.00688 -0.19275 0.085


#2
10
Properties=species:S:1:pos:R:3:lowdin_charge:R:1 method="wB97M-V/def2-TZVPD" gap_ev=9.850 lumo_energy_ha=0.0425 homo_energy_ha=-0.3195 spin_multiplicity=1
N -0.15573 1.00996 -0.40113 0.007
N -0.67427 1.85062 0.51961 0.047
N 0.47447 -1.05649 -0.99685 -0.007
N 0.00554 -0.17569 -0.02554 -0.364
O -0.28972 -0.67684 1.08234 -0.044
O 1.15999 -2.12133 -0.39713 -0.042
H -1.10660 1.38625 1.31709 0.085
H -1.20346 2.59711 0.09670 0.088
H 1.09356 -0.59553 -1.66121 0.140
H 0.69623 -2.21806 0.46612 0.090


Stability, lowest: #1